DFT (ωB97M-V/def2-TZVPD) results for C64H50F4O2P2PdS as an isolated structure.

Each line ends with the Löwdin charge.
CARTESIAN COORDINATES (ANGSTROEM)
C 6.958 -5.987 5.858  -0.107
C 6.234 -5.615 6.992  -0.092
C 5.023 -4.930 6.864  -0.060
C 4.542 -4.580 5.596  -0.269
S 3.073 -3.520 5.445  0.608
C 1.841 -4.623 4.988  -0.268
C 0.463 -4.675 5.322  -0.306
C -0.127 -5.968 5.504  -0.074
C -1.491 -6.132 5.693  -0.127
C -2.340 -5.011 5.691  -0.152
C -1.789 -3.727 5.558  -0.151
C -0.421 -3.548 5.370  -0.065
O 2.888 -3.007 6.787  -0.367
O 3.370 -2.581 4.381  -0.384
C 5.210 -5.050 4.460  -0.075
C 6.421 -5.738 4.592  -0.098
H 7.929 -6.474 5.958  0.095
H 6.613 -5.850 7.989  0.099
H 4.466 -4.648 7.755  0.109
H 2.303 -5.542 4.604  0.058
H 0.556 -6.819 5.478  0.099
H -1.900 -7.135 5.840  0.090
H -3.421 -5.145 5.788  0.077
H -2.459 -2.859 5.602  0.078
H 0.021 -2.561 5.205  0.089
H 4.795 -4.864 3.471  0.110
H 6.954 -6.073 3.701  0.096
F 1.968 6.912 -2.275  0.042
C 0.795 6.204 -2.103  -0.221
C -0.287 6.535 -2.911  0.080
C -1.441 5.783 -2.708  -0.235
F -2.516 5.998 -3.547  0.043
C -1.551 4.801 -1.724  0.041
C -0.410 4.428 -0.979  -0.207
C -0.464 3.283 -0.028  -0.203
C 0.712 2.746 0.651  -0.086
C 0.813 2.212 1.934  0.030
C -0.301 1.943 2.798  -0.199
C -0.370 0.759 3.589  0.073
C -1.530 0.499 4.303  -0.211
F -1.603 -0.650 5.069  0.047
C -2.636 1.351 4.343  0.089
C -2.539 2.502 3.564  -0.231
F -3.615 3.366 3.526  0.037
C -1.381 2.855 2.885  0.025
Pd -0.515 1.619 -1.395  0.465
P 1.083 1.270 -2.960  0.966
C 2.579 2.216 -2.544  -0.373
C 3.394 1.787 -1.480  -0.121
C 4.480 2.561 -1.065  -0.068
C 4.760 3.765 -1.718  -0.075
C 3.983 4.174 -2.808  -0.078
C 2.895 3.403 -3.223  -0.086
C 1.718 -0.429 -2.984  -0.371
C 3.018 -0.685 -3.464  -0.103
C 3.516 -1.990 -3.469  -0.064
C 2.725 -3.035 -2.969  -0.065
C 1.440 -2.784 -2.474  -0.060
C 0.936 -1.482 -2.487  -0.093
C 0.612 1.739 -4.650  -0.369
C 0.997 0.974 -5.766  -0.069
C 0.571 1.340 -7.047  -0.075
C -0.293 2.430 -7.218  -0.076
C -0.695 3.190 -6.112  -0.069
C -0.195 2.875 -4.845  -0.117
P -2.446 0.476 -1.419  0.961
C -3.805 1.670 -1.383  -0.368
C -4.644 1.850 -2.498  -0.072
C -5.563 2.904 -2.519  -0.071
C -5.697 3.748 -1.410  -0.078
C -4.915 3.533 -0.269  -0.073
C -3.977 2.497 -0.256  -0.133
C -2.607 -0.658 -2.827  -0.357
C -2.931 -2.016 -2.635  -0.068
C -2.869 -2.914 -3.705  -0.065
C -2.515 -2.463 -4.983  -0.067
C -2.234 -1.108 -5.195  -0.067
C -2.284 -0.214 -4.124  -0.108
C -2.645 -0.495 0.095  -0.373
C -3.881 -0.529 0.768  -0.087
C -4.057 -1.356 1.878  -0.066
C -3.025 -2.206 2.289  -0.058
C -1.780 -2.147 1.657  -0.053
C -1.576 -1.261 0.595  -0.098
C 0.762 5.197 -1.134  0.050
H -0.221 7.306 -3.684  0.144
H -2.495 4.283 -1.582  0.110
H -1.402 3.233 0.516  0.062
H 1.606 2.749 0.001  0.078
H 1.805 1.974 2.340  0.139
H 0.451 0.039 3.577  0.145
H -3.491 1.161 4.985  0.141
H -1.321 3.822 2.393  0.128
H 3.184 0.838 -0.983  0.118
H 5.111 2.212 -0.244  0.114
H 5.599 4.381 -1.389  0.108
H 4.230 5.092 -3.347  0.111
H 2.298 3.715 -4.081  0.103
H 3.649 0.136 -3.817  0.115
H 4.518 -2.185 -3.860  0.110
H 3.111 -4.054 -2.968  0.109
H 0.816 -3.594 -2.085  0.114
H -0.059 -1.262 -2.092  0.055
H 1.649 0.111 -5.639  0.101
H 0.905 0.770 -7.919  0.110
H -0.650 2.699 -8.214  0.107
H -1.376 4.038 -6.228  0.110
H -0.447 3.499 -3.987  0.082
H -4.582 1.160 -3.341  0.100
H -6.181 3.074 -3.406  0.109
H -6.415 4.573 -1.427  0.109
H -5.033 4.163 0.617  0.113
H -3.376 2.331 0.641  0.093
H -3.218 -2.376 -1.645  0.110
H -3.090 -3.973 -3.542  0.112
H -2.464 -3.167 -5.817  0.109
H -1.971 -0.746 -6.194  0.108
H -2.016 0.832 -4.283  0.089
H -4.714 0.087 0.432  0.103
H -5.007 -1.347 2.417  0.111
H -3.189 -2.909 3.109  0.105
H -0.964 -2.794 1.995  0.123
H -0.578 -1.152 0.166  0.090
H 1.650 4.971 -0.546  0.130

Kohn-Sham gap in eV: 1.122
LUMO level in eV: -3.30
Highest occupied orbital energy in Ha: -0.163
Multiplicity: 1

DFT (ωB97M-V/def2-TZVPD) results for C64H52BiBrFGeO2P3 as an isolated structure.

Each line ends with the Löwdin charge.
CARTESIAN COORDINATES (ANGSTROEM)
Bi 1.706 -0.428 0.737  1.470
F -1.030 -0.531 0.967  -0.401
Ge -2.078 0.325 -0.164  0.916
C -1.587 0.066 -2.062  -0.239
C -2.713 -0.154 -2.851  -0.150
C -2.586 -0.195 -4.197  -0.047
C -1.343 -0.175 -4.852  -0.043
C -0.239 0.066 -4.107  -0.090
C -0.316 0.196 -2.686  -0.326
P 1.258 0.601 -1.852  0.973
C 2.285 -0.699 -2.508  -0.434
C 3.617 -0.535 -2.732  -0.116
C 4.433 -1.527 -3.295  -0.048
C 3.884 -2.757 -3.553  -0.080
C 2.539 -3.025 -3.352  -0.062
C 1.782 -2.002 -2.804  -0.104
C 1.610 2.208 -2.506  -0.347
C 2.326 2.371 -3.716  -0.054
C 2.303 3.622 -4.342  -0.057
C 1.666 4.702 -3.761  -0.075
C 0.978 4.550 -2.566  -0.072
C 0.920 3.303 -1.992  -0.110
C -3.939 0.036 0.285  -0.275
C -4.711 1.100 0.776  -0.101
C -6.069 0.950 1.023  -0.059
C -6.687 -0.260 0.704  -0.051
C -5.965 -1.361 0.266  -0.057
C -4.564 -1.229 0.179  -0.367
P -3.549 -2.600 -0.553  1.087
C -2.982 -3.470 0.938  -0.399
C -1.988 -4.440 0.755  -0.099
C -1.580 -5.259 1.802  -0.093
C -2.023 -4.968 3.051  -0.096
C -2.945 -3.944 3.289  -0.051
C -3.479 -3.246 2.203  -0.083
C -4.788 -3.727 -1.239  -0.386
C -5.186 -4.939 -0.667  -0.071
C -6.099 -5.782 -1.378  -0.044
C -6.708 -5.285 -2.557  -0.073
C -6.223 -4.129 -3.140  -0.117
C -5.287 -3.331 -2.548  -0.102
C -1.593 2.206 0.176  -0.294
C -2.426 3.004 -0.588  -0.119
C -2.393 4.377 -0.396  -0.028
C -1.454 4.948 0.464  -0.062
C -0.618 4.181 1.195  -0.067
C -0.648 2.753 1.020  -0.359
P 0.625 1.853 1.990  0.988
C 1.697 3.101 2.559  -0.429
C 2.465 3.845 1.592  -0.107
C 3.428 4.729 2.050  -0.064
C 3.596 4.953 3.415  -0.020
C 2.758 4.300 4.379  -0.031
C 1.851 3.393 3.918  -0.086
C -0.245 1.188 3.511  -0.362
C 0.458 0.317 4.335  -0.154
C -0.067 -0.139 5.526  -0.054
C -1.466 -0.028 5.695  -0.023
C -2.164 0.921 4.904  -0.045
C -1.559 1.418 3.797  -0.109
H -3.680 -0.155 -2.452  0.076
H -3.482 -0.268 -4.802  0.120
H -1.248 -0.337 -5.921  0.124
H 0.735 0.245 -4.623  0.129
H 4.124 0.335 -2.420  0.103
H 5.472 -1.365 -3.503  0.114
H 4.509 -3.540 -4.021  0.128
H 2.105 -4.048 -3.573  0.144
H 0.725 -2.204 -2.883  0.106
H 2.954 1.589 -4.120  0.103
H 2.857 3.816 -5.211  0.102
H 1.756 5.669 -4.302  0.137
H 0.504 5.429 -1.988  0.151
H 0.377 3.244 -1.059  0.066
H -4.329 2.113 0.963  0.102
H -6.665 1.687 1.496  0.101
H -7.743 -0.361 0.963  0.119
H -6.482 -2.285 0.109  0.107
H -1.592 -4.627 -0.200  0.088
H -0.968 -6.109 1.667  0.104
H -1.582 -5.608 3.794  0.111
H -3.278 -3.620 4.277  0.112
H -4.253 -2.579 2.444  0.091
H -4.828 -5.294 0.309  0.109
H -6.323 -6.713 -0.925  0.091
H -7.497 -5.916 -3.036  0.124
H -6.605 -3.819 -4.168  0.133
H -4.965 -2.382 -2.988  0.091
H -3.163 2.527 -1.265  0.123
H -3.158 5.009 -0.823  0.120
H -1.481 5.982 0.641  0.107
H 0.024 4.582 1.968  0.109
H 2.421 3.674 0.526  0.089
H 3.889 5.315 1.261  0.111
H 4.379 5.579 3.755  0.100
H 2.877 4.600 5.416  0.119
H 1.117 2.950 4.588  0.109
H 1.541 0.216 4.090  0.122
H 0.553 -0.717 6.253  0.137
H -1.968 -0.509 6.481  0.094
H -3.246 1.098 5.054  0.129
H -2.132 2.104 3.216  0.103
Br 2.857 -3.254 0.557  0.733
C 4.664 -2.469 0.307  -0.509
C 5.535 -3.280 -0.344  -0.120
C 6.830 -2.809 -0.703  -0.041
C 7.168 -1.537 -0.360  -0.020
C 6.271 -0.700 0.337  -0.155
C 6.714 0.573 0.756  -0.015
C 5.847 1.438 1.298  -0.045
C 4.452 1.102 1.326  -0.104
C 3.984 -0.144 0.947  -0.331
C 4.925 -1.116 0.510  -0.265
H 5.200 -4.249 -0.656  0.099
H 7.494 -3.455 -1.299  0.127
H 8.157 -1.168 -0.527  0.118
H 7.775 0.807 0.729  0.133
H 6.136 2.413 1.584  0.101
H 3.803 1.845 1.781  0.058
O 0.676 -2.670 3.175  -0.101
H 0.121 -3.230 2.619  0.010
H 0.053 -2.100 3.649  0.017
O 3.994 4.389 -1.381  -0.061
H 4.894 4.393 -1.749  0.060
H 3.310 4.493 -2.081  0.011

ΔE to the lowest compared entry with this formula, charge and spin in kJ/mol: 41.6
Kohn-Sham gap in eV: 6.193
LUMO level in eV: -5.80
Highest occupied orbital energy in Ha: -0.441
Multiplicity: 1
Net charge: +2

DFT (ωB97M-V/def2-TZVPD) results for C64H61AsCl2N6O3RuSb as an isolated structure.

Each line ends with the Mulliken spin population.
CARTESIAN COORDINATES (ANGSTROEM)
Ru 0.653 0.036 0.502  0.899
Cl 5.513 4.964 -1.132  0.000
C 4.715 3.706 -0.270  0.000
C 3.886 2.840 -0.943  -0.007
C 3.163 1.858 -0.258  -0.006
N 2.224 1.070 -0.850  -0.010
C 2.219 0.836 -2.179  0.020
O 3.140 1.025 -2.966  0.007
C 0.909 0.306 -2.651  0.003
C 0.502 0.564 -3.953  -0.015
C -0.757 0.160 -4.356  -0.003
C -1.543 -0.542 -3.451  -0.004
C -1.027 -0.821 -2.195  -0.004
N 0.160 -0.385 -1.787  0.016
C 3.319 1.738 1.157  0.019
C 4.185 2.620 1.817  0.002
C 4.867 3.592 1.117  0.002
Cl 5.887 4.699 1.952  0.000
N 2.545 0.790 1.755  -0.037
C 2.822 0.268 2.962  0.011
O 3.821 0.457 3.650  0.004
C 1.747 -0.657 3.448  -0.001
C 1.852 -1.196 4.728  0.002
C 0.858 -2.031 5.193  0.001
C -0.261 -2.235 4.394  0.005
C -0.302 -1.639 3.148  0.013
N 0.700 -0.917 2.657  -0.027
H 3.776 2.921 -2.010  0.000
H 1.188 1.066 -4.616  0.000
H -1.112 0.379 -5.353  0.001
H -2.527 -0.892 -3.725  -0.001
H -1.552 -1.454 -1.492  0.007
H 4.309 2.533 2.885  0.000
H 2.728 -0.950 5.308  0.000
H 0.933 -2.498 6.162  0.000
H -1.079 -2.851 4.731  0.000
H -1.164 -1.749 2.505  -0.004
C -2.730 -5.880 0.995  0.000
N -2.439 -4.528 0.581  0.000
C -3.541 -3.817 -0.026  -0.001
C -1.267 -3.893 0.796  -0.003
C -0.227 -4.654 1.579  0.009
O -1.060 -2.763 0.368  0.013
H -3.445 -6.312 0.294  0.000
H -3.174 -5.892 1.997  0.000
H -1.838 -6.501 0.992  0.000
H -4.466 -4.068 0.494  0.000
H -3.647 -4.076 -1.082  0.000
H -3.338 -2.754 0.065  0.001
H -0.665 -5.180 2.423  0.000
H 0.522 -3.948 1.937  -0.003
H 0.277 -5.370 0.928  0.000
C 3.450 -7.231 -0.138  0.001
C 3.456 -6.499 1.036  0.000
C 3.134 -5.152 1.021  0.002
C 2.837 -4.505 -0.168  0.008
C 2.860 -5.244 -1.339  -0.003
C 3.157 -6.594 -1.330  0.000
Sb 2.206 -2.394 -0.243  0.031
C 2.424 -2.428 -2.396  -0.004
C 1.319 -2.863 -3.117  0.001
C 1.354 -2.922 -4.498  -0.001
C 2.496 -2.518 -5.172  0.000
C 3.611 -2.115 -4.461  0.000
C 3.586 -2.110 -3.076  -0.003
C 4.132 -1.619 0.378  0.007
C 4.635 -2.035 1.604  -0.002
C 5.870 -1.596 2.046  -0.001
C 6.616 -0.733 1.262  0.000
C 6.088 -0.258 0.075  0.001
C 4.842 -0.682 -0.357  -0.008
H 3.666 -8.288 -0.125  0.000
H 3.697 -6.975 1.975  0.000
H 3.111 -4.608 1.955  0.000
H 2.643 -4.762 -2.277  0.000
H 3.149 -7.140 -2.261  0.000
H 0.431 -3.179 -2.583  0.000
H 0.502 -3.292 -5.055  0.000
H 2.521 -2.542 -6.251  0.000
H 4.504 -1.806 -4.987  0.000
H 4.483 -1.868 -2.530  -0.002
H 4.047 -2.699 2.225  -0.001
H 6.242 -1.915 3.009  0.000
H 7.595 -0.415 1.590  0.000
H 6.640 0.456 -0.521  0.000
H 4.428 -0.258 -1.260  -0.003
C -1.814 7.222 2.955  0.001
C -1.798 6.078 1.990  0.002
C -0.620 5.576 1.461  -0.003
C -0.626 4.516 0.568  -0.007
C 0.693 4.016 0.058  0.010
C -1.835 3.921 0.166  0.019
As -1.529 2.288 -0.949  0.025
N -1.202 1.203 0.480  -0.039
C -1.599 1.476 1.759  0.015
C -2.955 1.515 2.118  0.013
C -3.342 1.729 3.421  -0.008
C -2.396 1.906 4.418  0.016
C -1.051 1.913 4.081  -0.006
C -0.654 1.733 2.774  0.032
C -3.350 1.926 -1.775  -0.002
C -4.185 0.830 -1.563  -0.016
C -3.872 -0.282 -0.604  0.012
C -5.386 0.715 -2.259  -0.002
C -5.776 1.652 -3.194  0.003
C -7.089 1.554 -3.909  -0.001
C -4.911 2.708 -3.451  0.001
C -3.712 2.849 -2.775  0.003
C -2.834 4.018 -3.101  0.000
C -3.026 4.428 0.692  0.003
C -4.406 3.954 0.335  -0.001
C -2.983 5.490 1.589  -0.002
H -0.805 7.516 3.229  0.000
H -2.354 6.941 3.858  0.000
H -2.323 8.080 2.517  0.000
H 0.325 6.014 1.751  0.000
H 1.511 4.618 0.449  0.000
H 0.728 4.051 -1.035  0.000
H 0.854 2.976 0.370  0.007
H -3.700 1.363 1.355  -0.001
H -4.395 1.758 3.669  -0.001
H -2.708 2.080 5.436  0.001
H -0.310 2.088 4.847  0.000
H 0.395 1.818 2.495  0.002
H -2.890 -0.162 -0.148  -0.012
H -3.907 -1.219 -1.160  -0.001
H -4.632 -0.339 0.179  -0.001
H -6.024 -0.134 -2.051  0.001
H -7.560 0.587 -3.748  0.000
H -6.954 1.704 -4.978  0.000
H -7.768 2.331 -3.554  0.000
H -5.189 3.437 -4.198  0.000
H -3.236 4.575 -3.943  0.000
H -1.824 3.679 -3.350  0.000
H -2.757 4.689 -2.245  0.000
H -4.400 2.990 -0.159  -0.001
H -4.872 4.675 -0.339  0.000
H -5.017 3.900 1.235  0.000
H -3.919 5.869 1.979  0.000

Kohn-Sham gap (spin up / spin down) in eV: 5.670 / 6.081
LUMO level (spin up / spin down) in eV: -1.24 / -0.83
Highest occupied orbital energy (spin up / spin down) in Ha: -0.254 / -0.254
Multiplicity: 2
<S²>: 0.778

What are the strongest force on any atom values for these records? In order: 0.0465 0.0561 0.0762 Eh/bohr.